The following is a DFT calculation (ωB97M-V with the def2-TZVPD basis set) of a single C20H17N7O4S2 molecule.

Positions of all 50 atoms, in Å:
C: 1.73545 0.44227 -4.30175
C: 0.85990 1.15666 -3.29227
O: 0.17037 2.12907 -3.63858
N: 1.33805 1.09398 -1.98506
C: 0.69252 1.56236 -0.77225
C: 1.60166 1.59419 0.43102
N: 1.45417 2.08591 1.63869
N: 2.69941 1.90883 2.17516
C: 3.55081 1.54188 1.35315
C: 4.99565 1.23382 1.65115
C: 6.02991 2.00864 0.90650
S: 7.36412 0.80591 0.55811
C: 8.48867 1.77581 1.55687
O: 9.46728 1.36590 2.22846
N: 8.12047 3.05032 1.88494
C: 6.76593 3.22576 1.63127
O: 6.13690 4.23417 1.99797
O: 2.81629 1.14592 0.26039
C: -0.57308 0.75719 -0.51004
N: -0.59092 -0.55691 -0.77421
C: -1.91867 -0.97384 -0.67413
C: -2.23376 -2.30926 -0.88738
C: -3.56995 -2.70074 -0.49370
C: -4.56202 -1.78806 -0.23670
C: -5.93597 -2.22667 0.02225
C: -7.10845 -1.70924 -0.50506
C: -8.19595 -2.29251 0.31840
N: -7.70210 -3.02549 1.22191
N: -6.38033 -3.05538 1.05762
C: -5.68110 -3.76347 2.09310
C: -4.25077 -0.39826 0.01601
C: -2.91691 -0.04338 -0.24104
S: -2.15520 1.49489 -0.07638
H: 1.27686 -0.18871 -5.09972
H: 2.40238 -0.23399 -3.80287
H: 2.34098 1.19680 -4.86999
H: 1.97199 0.30670 -1.87289
H: 0.36751 2.60678 -0.96478
H: 5.03574 1.60407 2.74800
H: 5.03895 0.08602 1.67728
H: 5.66785 2.41108 -0.09008
H: 8.51662 3.43995 2.77010
H: -1.49791 -2.96641 -1.29667
H: -3.72293 -3.75451 -0.44266
H: -7.21335 -0.88893 -1.17534
H: -9.23994 -1.85725 0.34022
H: -4.61104 -3.72740 1.95710
H: -5.80783 -3.29044 3.09400
H: -6.04203 -4.83922 2.10248
H: -4.99626 0.32519 0.31144

Results
E_LUMO   -0.12 eV
Kohn-Sham gap   8.71 eV
SMILES   CC(=O)N[C@H](c1nnc(C[C@@H]2SC(=O)NC2=O)o1)c1nc2ccc(-c3ccnn3C)cc2s1
Spin multiplicity   1
HOMO level   -8.8 eV



The following is a DFT calculation (ωB97M-V with the def2-TZVPD basis set) of 3 unconnected molecules or ions with the total composition CH2N4O2.

Positions of all 9 atoms, in Å:
C: -1.97383 0.53614 -0.12279
N: 1.43900 1.35454 -0.02324
N: 0.67645 -2.01136 0.09258
N: 0.45122 0.73603 -0.14762
N: 1.45967 -1.15202 -0.03425
O: -2.02545 1.07642 -1.14508
O: -2.11020 -0.00231 0.90829
H: 1.21253 2.40182 0.13243
H: 0.87059 -2.93927 0.33969

Results
E_LUMO (alpha / beta)   0.71 / 0.51 eV
Kohn-Sham gap (alpha / beta)   9.01 / 8.57 eV
Spin multiplicity   1
HOMO level (alpha / beta)   -8.3 / -8.1 eV



The following is a DFT calculation (ωB97M-V with the def2-TZVPD basis set) of a molecular structure, C16H34NO11SV.

Positions of all 64 atoms, in Å:
V: -0.03430 0.00910 -0.53660
C: 1.83390 -2.55630 -0.89820
C: 2.70840 -1.72140 0.03420
O: 2.16910 -1.79530 1.36100
C: 2.14890 -0.61040 2.05620
C: 0.26000 0.77350 2.63520
O: -0.82970 1.34780 2.00890
C: -0.66380 2.63790 1.42690
C: -1.75300 2.77520 0.35920
O: -1.67040 1.69660 -0.55920
C: -2.82790 0.87800 -0.66220
C: -2.85720 -0.20170 0.42470
O: -1.66850 -0.98720 0.39370
C: -1.79130 -2.26020 -0.22190
C: -0.41900 -2.92440 -0.15420
O: 0.49200 -2.08990 -0.84420
H: 1.87210 -3.61630 -0.63740
H: 2.17800 -2.40700 -1.92800
H: 2.68680 -0.68770 -0.33080
H: 3.73200 -2.11070 0.04230
H: 3.08660 -0.04060 1.93680
H: 1.99370 -0.85650 3.11490
H: 0.86360 1.51140 3.19040
H: -0.79150 -0.76130 3.09460
H: 0.32360 2.71970 0.95890
H: -0.77350 3.41720 2.19120
H: -1.60690 3.71270 -0.19530
H: -2.73360 2.79630 0.84630
H: -2.75600 0.40940 -1.64760
H: -3.73620 1.48970 -0.61790
H: -3.74370 -0.83370 0.31050
H: -2.88170 0.27490 1.40990
H: -2.09860 -2.15410 -1.27340
H: -2.52010 -2.87500 0.32710
H: -0.47580 -3.90390 -0.65060
H: -0.10620 -3.05440 0.89320
O: 1.05860 0.20660 1.60490
O: -0.16810 -0.15940 3.52700
O: 1.24280 -0.50180 -2.89180
N: 0.06730 -0.57380 -3.20950
O: -0.32380 -0.94660 -4.28300
O: -0.79880 -0.23610 -2.33330
C: 5.59230 2.49310 -3.21720
C: 4.11790 2.35940 -2.84320
C: 3.93750 2.62080 -1.35850
S: 2.21100 2.64060 -0.70430
O: 1.66520 1.26740 -0.91870
C: 1.38360 3.73920 -1.95450
C: 0.57150 2.95990 -2.97270
C: -0.46250 3.86530 -3.63030
H: 5.73600 2.28560 -4.27240
H: 6.20640 1.80320 -2.64670
H: 5.94490 3.50440 -3.02300
H: 3.74430 1.36300 -3.08600
H: 3.55340 3.08440 -3.42990
H: 4.33370 3.59550 -1.07340
H: 4.44670 1.85620 -0.76940
H: 2.15130 4.36090 -2.40700
H: 0.72850 4.39040 -1.37280
H: 0.05030 2.14290 -2.46380
H: 1.22150 2.52570 -3.73220
H: -1.15960 4.24700 -2.88720
H: -1.02740 3.31360 -4.37580
H: 0.01080 4.71140 -4.12300

Results
<S²>   3.754
E_LUMO (alpha / beta)   -1.95 / -1.96 eV
Kohn-Sham gap (alpha / beta)   8.64 / 10.17 eV
Net charge   +1
Spin multiplicity   4
HOMO level (alpha / beta)   -10.6 / -12.1 eV



The following is a DFT calculation (ωB97M-V with the def2-TZVPD basis set) of a molecular structure, C3H9N3O.

Positions of all 16 atoms, in Å:
C: 1.06545 -0.57894 0.35123
C: 0.34791 0.67378 0.96158
C: -1.40127 0.51389 -1.60309
N: -0.71151 1.00864 -0.43378
N: 0.35853 -1.81382 0.29386
N: 1.77665 -0.32104 1.65624
O: 2.95042 0.08863 1.59204
H: -1.44564 1.49986 0.09258
H: 1.74375 -0.38857 -0.47517
H: -0.11864 -2.03225 1.16123
H: -0.16124 -1.87864 -0.57323
H: 0.84349 1.64760 0.92635
H: -0.37719 0.44908 1.74565
H: -0.71447 -0.12924 -2.17390
H: -2.30271 -0.05584 -1.31977
H: -1.85353 1.31687 -2.20181

Results
E_LUMO   -0.44 eV
Kohn-Sham gap   7.84 eV
Spin multiplicity   1
HOMO level   -8.3 eV



The following is a DFT calculation (ωB97M-V with the def2-TZVPD basis set) of a gas-phase ion, C28H30F5N4O2 (charge +1).

Positions of all 69 atoms, in Å:
C: -4.05118 4.87011 0.29247
C: -2.83157 4.20459 0.85541
O: -2.50542 4.29760 2.03310
N: -2.08501 3.46624 -0.08393
C: -0.90627 2.86062 0.19645
C: -0.28814 2.67606 1.50612
N: -0.35972 2.37705 -0.92916
C: 0.91028 1.88031 -1.09079
C: 1.18371 0.63668 -0.29486
C: 0.42166 -0.46634 -0.47639
N: 0.74008 -1.71948 -0.03677
C: -0.23145 -2.78826 -0.16595
C: -1.48639 -2.56123 0.66405
C: -2.40516 -3.73333 0.55961
C: -2.57577 -4.62902 1.61610
F: -1.89459 -4.42177 2.77280
C: -3.36245 -5.77071 1.49694
F: -3.47878 -6.63517 2.52605
C: -4.01793 -6.02577 0.29000
F: -4.78666 -7.12307 0.15888
C: -3.87641 -5.14014 -0.78151
F: -4.50278 -5.38764 -1.94979
C: -3.06800 -4.01734 -0.63297
F: -2.87354 -3.20516 -1.71009
C: 0.58288 -4.01949 0.25658
O: 0.21472 -5.18944 0.23315
N: 1.82194 -3.57862 0.62816
C: 2.83928 -4.49484 1.09348
C: 2.05350 -2.14561 0.47847
C: 2.38836 -1.51472 1.83983
C: 3.19929 -1.86092 -0.50604
C: 1.97499 3.00879 -0.97482
C: 1.71568 4.24165 -1.56900
C: 2.67906 5.26165 -1.53977
C: 3.90844 5.04004 -0.90353
C: 4.15440 3.81589 -0.27673
C: 3.18718 2.80346 -0.31569
C: -1.16236 2.73390 -2.09716
C: -2.32882 3.48843 -1.53649
H: -4.33904 4.48258 -0.68805
H: -4.87280 4.72371 1.00007
H: -3.86782 5.95031 0.22171
H: -0.89908 3.18468 2.25466
H: -0.23276 1.59932 1.73534
H: 0.73312 3.08862 1.50928
H: 0.98662 1.52961 -2.14088
H: 2.01414 0.62568 0.40262
H: -0.53647 -0.40315 -1.01281
H: -0.53558 -2.91135 -1.22007
H: -1.20653 -2.41245 1.71350
H: -1.98151 -1.65371 0.29565
H: 2.39000 -5.48272 1.21324
H: 3.66394 -4.54767 0.37201
H: 3.23924 -4.14899 2.05259
H: 1.59471 -1.74388 2.56560
H: 3.34523 -1.92684 2.18958
H: 2.49790 -0.42954 1.76715
H: 3.08319 -2.48228 -1.40435
H: 3.20240 -0.80465 -0.79767
H: 4.15482 -2.09627 -0.01790
H: 0.75763 4.42858 -2.05338
H: 2.45881 6.22323 -2.00197
H: 4.67449 5.81851 -0.89886
H: 5.08461 3.62808 0.25268
H: 3.39002 1.85106 0.17023
H: -0.58789 3.33918 -2.80283
H: -1.49163 1.83447 -2.62686
H: -2.34707 4.51656 -1.91189
H: -3.26976 2.98434 -1.76461

Results
E_LUMO   -3.52 eV
Kohn-Sham gap   7.40 eV
Net charge   +1
SMILES   CC(=O)[N+]1=C(C)N([C@H](/C=C/N2[C@H](Cc3c(F)c(F)c(F)c(F)c3F)C(=O)N(C)C2(C)C)c2ccccc2)CC1
Spin multiplicity   1
HOMO level   -10.9 eV



The following is a DFT calculation (ωB97M-V with the def2-TZVPD basis set) of a single C24H31N3O2 molecule.

Positions of all 60 atoms, in Å:
C: 0.08950 4.38778 2.17602
C: -0.25040 2.91872 1.94071
O: 0.81364 2.19760 1.35557
C: 1.04917 2.28382 0.01459
C: 0.30410 3.05473 -0.87102
C: 0.62165 3.08090 -2.21889
C: 1.69589 2.35756 -2.69809
C: 2.43493 1.58225 -1.81955
C: 2.11829 1.51117 -0.47300
C: 2.89475 0.59880 0.45073
N: 2.40572 -0.76486 0.60900
C: 1.13904 -0.91464 1.30331
C: -0.08660 -0.84203 0.39396
N: 0.02145 -1.83547 -0.66078
C: -1.14269 -1.82315 -1.54488
C: -2.43270 -1.90337 -0.80120
C: -3.04787 -3.02407 -0.32587
N: -4.20486 -2.68920 0.32436
C: -4.36070 -1.33406 0.28526
C: -5.36157 -0.52317 0.80531
C: -5.24594 0.83650 0.61356
C: -4.16360 1.38145 -0.08329
C: -3.17086 0.58330 -0.60432
C: -3.25691 -0.79717 -0.42109
C: 1.22287 -1.58632 -1.43655
C: 2.48585 -1.63226 -0.56101
C: 2.78445 -3.07901 -0.13335
C: 4.08424 -3.19002 0.66749
O: 4.00307 -2.60816 1.94108
H: 0.29263 4.89890 1.23822
H: -0.74184 4.87925 2.67396
H: 0.97322 4.46422 2.80467
H: -1.16522 2.81346 1.34458
H: -0.41568 2.42147 2.90142
H: -0.53462 3.63835 -0.52538
H: 0.02530 3.68120 -2.89023
H: 1.95621 2.39133 -3.74504
H: 3.27570 1.01218 -2.18962
H: 2.91202 1.04272 1.44984
H: 3.92542 0.52577 0.08767
H: 1.07018 -0.14295 2.07030
H: 1.14167 -1.89235 1.79508
H: -0.97696 -1.05755 0.98785
H: -0.19207 0.16909 -0.03011
H: -1.14928 -0.90702 -2.16494
H: -1.04411 -2.68504 -2.21278
H: -2.73830 -4.04818 -0.40552
H: -4.83791 -3.33803 0.75950
H: -6.19919 -0.94539 1.34125
H: -6.00512 1.49694 1.00592
H: -4.11524 2.45311 -0.21457
H: -2.34114 1.01526 -1.14555
H: 1.29821 -2.35655 -2.20943
H: 1.16370 -0.60423 -1.94183
H: 3.32893 -1.28529 -1.17081
H: 1.95419 -3.46437 0.45665
H: 2.87521 -3.69229 -1.03101
H: 4.33544 -4.24274 0.82822
H: 4.90321 -2.72833 0.09047
H: 3.58149 -1.74052 1.81314

Results
E_LUMO   0.76 eV
Kohn-Sham gap   8.74 eV
SMILES   CCOc1ccccc1CN1CCN(Cc2c[nH]c3ccccc23)C[C@@H]1CCO
Spin multiplicity   1
HOMO level   -8.0 eV



The following is a DFT calculation (ωB97M-V with the def2-TZVPD basis set) of a molecular structure, C13H19N4O5RuS2.

Positions of all 44 atoms, in Å:
Ru: -0.18466 -1.00267 -0.07643
N: 0.80420 -1.45549 1.74537
C: 0.28160 -0.58298 2.80747
C: 0.28068 0.84514 2.27750
N: -0.29546 0.91286 0.90638
C: -1.72131 1.29240 0.85266
C: -2.56911 0.14036 1.37162
N: -2.13707 -1.11959 0.71790
H: 1.77836 -1.14293 1.56334
H: 0.78094 -2.43399 2.01098
H: -0.71595 -0.92026 3.08879
H: 0.90816 -0.62579 3.70166
H: -0.26937 1.50870 2.95014
H: 1.31227 1.17919 2.20471
H: 0.24812 1.58076 0.36910
H: -1.91759 2.19491 1.43881
H: -1.96227 1.48805 -0.19149
H: -2.44981 0.03294 2.44834
H: -3.62424 0.34058 1.18188
H: -2.31375 -1.92193 1.31320
H: -2.64953 -1.28847 -0.14715
O: 4.60817 -1.07165 0.26084
C: 3.48787 -0.59197 0.14175
O: 2.79421 0.04983 0.98451
C: 2.82996 -0.75915 -1.24122
C: 3.67658 -0.90190 -2.33793
C: 3.15789 -0.94712 -3.61351
C: 1.78466 -0.82636 -3.77482
C: 1.00068 -0.71372 -2.65069
N: 1.50173 -0.71053 -1.39602
C: -0.49212 -0.50654 -2.80242
O: -1.02131 -0.51074 -3.88660
O: -1.11028 -0.26309 -1.66860
H: 4.73383 -0.97357 -2.12946
H: 3.80782 -1.05940 -4.47136
H: 1.29824 -0.81865 -4.73932
C: -3.68205 -3.19513 -2.22937
O: -2.49219 -2.86519 -1.50048
C: -1.59709 -3.83681 -1.27345
S: -1.84119 -5.41787 -1.60872
S: -0.08119 -3.25536 -0.63287
H: -4.20131 -2.24977 -2.36252
H: -4.28675 -3.90931 -1.67289
H: -3.41785 -3.62337 -3.19392

Results
<S²>   0.756
E_LUMO (alpha / beta)   -0.06 / -1.31 eV
Kohn-Sham gap (alpha / beta)   8.34 / 7.12 eV
Spin multiplicity   2
HOMO level (alpha / beta)   -8.4 / -8.4 eV



The following is a DFT calculation (ωB97M-V with the def2-TZVPD basis set) of a single C20H24FN3O4S molecule.

Positions of all 53 atoms, in Å:
C: -0.58490 -5.07869 -0.17834
C: -0.84082 -4.07699 0.94237
O: -0.96599 -2.74813 0.46825
C: 0.14510 -2.07069 0.04593
C: 1.45737 -2.48674 0.20910
C: 2.50124 -1.68963 -0.24085
C: 2.22853 -0.50172 -0.87864
S: 3.58650 0.50792 -1.47678
O: 4.79287 -0.25763 -1.32938
O: 3.23872 0.99080 -2.78098
N: 3.75904 1.84288 -0.50092
C: 2.76262 2.88204 -0.60948
C: 1.76203 2.83679 0.56011
N: 1.77415 1.51079 1.14638
C: 0.66258 1.28165 2.03724
C: 3.04409 1.21197 1.77861
C: 4.20847 1.59343 0.84194
C: 0.93040 -0.07044 -1.06990
C: -0.11700 -0.83528 -0.58723
N: -1.45441 -0.44622 -0.69981
C: -1.92721 0.82869 -0.80821
O: -1.23888 1.81924 -0.90414
C: -3.42532 0.87725 -0.80787
C: -4.17536 0.07923 -1.66629
C: -5.55463 0.17890 -1.69760
C: -6.20786 1.07305 -0.86441
C: -5.48359 1.86994 0.00414
C: -4.10409 1.76799 0.01730
F: -3.41231 2.52475 0.88595
H: -0.53769 -6.08252 0.23398
H: 0.35054 -4.86098 -0.68749
H: -1.39075 -5.03515 -0.90687
H: -0.06215 -4.13984 1.71090
H: -1.80555 -4.28206 1.41498
H: 1.68628 -3.42153 0.69529
H: 3.52807 -1.99355 -0.11752
H: 3.27462 3.85107 -0.63194
H: 2.27091 2.73569 -1.56989
H: 0.75407 3.03505 0.19390
H: 2.01786 3.60777 1.30940
H: 0.70671 1.90574 2.94419
H: 0.65977 0.23331 2.33681
H: -0.26241 1.50227 1.50991
H: 3.05785 0.13844 1.99038
H: 3.15356 1.74898 2.74014
H: 4.70467 2.50181 1.19862
H: 4.94669 0.79440 0.78065
H: 0.73783 0.85347 -1.58388
H: -2.11241 -1.18060 -0.47281
H: -3.66598 -0.60578 -2.32799
H: -6.12186 -0.44082 -2.37483
H: -7.28387 1.15031 -0.88921
H: -5.96808 2.56941 0.66678

Results
E_LUMO   0.49 eV
Kohn-Sham gap   8.74 eV
SMILES   CCOc1ccc(S(=O)(=O)N2CCN(C)CC2)cc1NC(=O)c1ccccc1F
Spin multiplicity   1
HOMO level   -8.3 eV



Number 1: F_max 6.08 eV/Å, energy -61304.2407 eV. Number 2: F_max 3.15 eV/Å, energy -11121.0653 eV. Number 3: F_max 1.60 eV/Å, energy -77669.9668 eV. Number 4: F_max 7.09 eV/Å, energy -9768.5470 eV. Number 5: F_max 4.58 eV/Å, energy -53159.1112 eV. Number 6: F_max 0.59 eV/Å, energy -33956.3908 eV. Number 7: F_max 0.30 eV/Å, energy -54242.2330 eV. Number 8: F_max 1.07 eV/Å, energy -47342.1765 eV.